Computed, not measured: 8 unconnected molecules or ions with the total composition C32H43Cl4F3O9 at a distorted geometry, with wB97M-V/def2-TZVPD.

Properties
- HOMO energy: -9.088 eV
- HOMO-LUMO gap: 9.612 eV
- LUMO energy: 0.52 eV
- 2S+1: 1
- Charge: 0
- Calculated total energy: -110549.481 eV
- Molar mass: 770.49 u

```
91
Properties=species:S:1:pos:R:3:mulliken_charge:R:1
C -4.77 0.69 -1.42 -1.24
C -4.47 0.65 0.07 0.24
O -3.96 -0.63 0.24 -0.24
C -3.78 -1.14 1.47 0.75
O -4.11 -0.65 2.56 -0.64
O -3.37 -2.33 1.27 -0.31
C -3.06 -3.20 2.43 -0.65
H -4.93 1.69 -1.81 0.38
H -5.63 0.12 -1.75 0.36
H -3.90 0.33 -1.97 0.18
H -5.41 0.89 0.57 0.37
H -3.68 1.39 0.19 -0.08
H -2.43 -4.03 2.12 0.31
H -3.97 -3.53 2.93 0.37
H -2.47 -2.65 3.17 0.22
C 3.74 0.86 -1.60 -0.74
C 3.49 0.76 -3.10 -0.47
O 2.34 0.08 -3.42 -0.10
C 2.28 -0.47 -4.62 0.61
O 3.14 -0.29 -5.53 -0.63
O 1.30 -1.43 -4.57 -0.09
C 0.93 -2.10 -5.76 -0.81
H 2.99 1.51 -1.15 0.07
H 4.78 1.16 -1.46 0.43
H 3.61 -0.13 -1.18 0.16
H 4.38 0.28 -3.52 0.39
H 3.35 1.74 -3.55 0.30
H 1.79 -2.13 -6.44 0.36
H 0.15 -1.53 -6.27 0.26
H 0.57 -3.10 -5.56 0.25
C -5.16 5.59 0.36 -1.39
C -4.29 4.33 0.24 0.11
O -2.96 4.62 0.52 -0.28
C -2.51 4.47 1.78 0.74
O -3.25 4.34 2.76 -0.60
O -1.20 4.23 1.74 -0.26
C -0.40 3.92 2.90 -0.57
H -6.16 5.37 -0.02 0.40
H -4.71 6.29 -0.34 0.31
H -5.10 6.00 1.37 0.31
H -4.37 3.80 -0.71 0.18
H -4.70 3.65 0.97 0.33
H 0.48 3.42 2.50 0.07
H -0.90 3.44 3.74 0.33
H -0.10 4.92 3.22 0.36
F 0.57 -3.74 -0.42 -0.25
C 1.74 -4.18 -0.06 0.07
C 2.09 -5.55 -0.14 -0.55
C 3.32 -5.96 0.39 -0.42
C 4.16 -5.07 1.01 -0.55
C 3.82 -3.75 1.06 -0.55
C 2.63 -3.30 0.53 0.54
H 1.44 -6.31 -0.54 0.42
H 3.56 -7.02 0.37 0.37
H 5.07 -5.48 1.42 0.39
H 4.48 -3.07 1.58 0.36
H 2.35 -2.27 0.65 0.18
F -0.68 0.03 -2.75 -0.20
C -1.22 1.09 -3.40 0.50
C -1.60 0.95 -4.74 -0.39
C -2.22 1.99 -5.40 -0.36
C -2.37 3.25 -4.80 -0.84
C -2.05 3.36 -3.45 -0.31
C -1.39 2.35 -2.72 -0.37
H -1.38 0.05 -5.29 0.35
H -2.48 1.77 -6.42 0.38
H -2.89 4.02 -5.35 0.36
H -2.18 4.23 -2.83 0.44
H -1.02 2.54 -1.73 0.46
F 3.38 -2.49 3.60 -0.20
C 3.87 -1.24 3.73 -0.13
C 4.97 -1.04 4.58 -0.35
C 5.51 0.25 4.71 -0.67
C 4.96 1.24 3.94 -0.31
C 3.85 1.11 3.12 -0.80
C 3.32 -0.18 2.98 0.79
H 5.40 -1.84 5.15 0.42
H 6.39 0.35 5.31 0.38
H 5.48 2.18 3.90 0.33
H 3.42 1.97 2.63 0.42
H 2.44 -0.41 2.41 0.13
Cl 1.06 -5.12 3.34 -0.14
C 0.15 -3.94 4.37 0.57
Cl -1.21 -4.73 5.21 -0.18
H 0.85 -3.45 5.04 0.33
H -0.24 -3.21 3.65 -0.63
Cl 0.03 -1.27 1.59 -0.04
C -0.32 -0.13 0.25 0.37
Cl 0.71 1.32 0.46 -0.10
H 0.01 -0.63 -0.66 0.08
H -1.38 0.11 0.30 -0.34
```


Computed, not measured: 9 unconnected molecules or ions with the total composition C32H43F15N2O14 at a distorted geometry, with wB97M-V/def2-TZVPD.

Properties
- HOMO energy: -9.957 eV
- HOMO-LUMO gap: 9.990 eV
- LUMO energy: 0.03 eV
- 2S+1: 1
- Charge: 0
- Calculated total energy: -106287.236 eV
- Molar mass: 964.67 u

```
106
Properties=species:S:1:pos:R:3:mulliken_charge:R:1
C -3.29 -0.45 -0.92 -0.35
C -4.42 -0.28 -1.91 -0.63
O -5.56 -1.08 -1.67 -0.15
C -6.43 -0.79 -0.63 0.40
O -6.21 0.00 0.25 -0.52
C -7.70 -1.68 -0.59 0.81
F -7.81 -2.60 -1.53 -0.21
F -7.82 -2.15 0.59 -0.25
F -8.81 -0.94 -0.74 -0.28
H -2.54 0.30 -1.12 0.07
H -2.72 -1.38 -0.99 0.18
H -3.66 -0.37 0.11 0.37
H -4.17 -0.60 -2.92 0.24
H -4.70 0.77 -1.97 0.32
C -4.93 -3.78 -3.51 -1.07
C -3.66 -3.22 -4.07 -0.37
O -2.48 -3.32 -3.41 -0.19
C -1.91 -4.52 -3.08 0.14
O -2.36 -5.61 -3.40 -0.52
C -0.50 -4.52 -2.47 1.03
F 0.14 -3.34 -2.72 -0.14
F -0.67 -4.72 -1.15 -0.26
F 0.22 -5.48 -3.00 -0.24
H -5.09 -3.49 -2.47 0.22
H -4.97 -4.87 -3.61 0.41
H -5.74 -3.26 -4.01 0.38
H -3.83 -2.14 -4.13 0.30
H -3.45 -3.54 -5.09 0.37
C 0.59 0.72 5.56 -1.42
C -0.19 2.06 5.31 -0.16
O 0.46 2.85 4.27 0.03
C 1.61 3.57 4.56 0.29
O 2.24 3.51 5.64 -0.56
C 2.16 4.41 3.39 0.90
F 2.91 3.64 2.59 -0.21
F 1.16 4.90 2.65 -0.25
F 2.99 5.42 3.85 -0.28
H 1.57 0.79 6.03 0.37
H 0.66 0.04 4.72 0.25
H 0.00 0.24 6.34 0.48
H -0.26 2.55 6.28 0.44
H -1.20 1.78 5.02 0.14
C 4.90 1.08 1.64 -0.79
C 4.13 0.63 2.91 0.12
O 3.78 -0.75 2.95 -0.26
C 4.46 -1.72 3.63 0.36
O 5.42 -1.41 4.38 -0.58
C 3.91 -3.12 3.42 0.85
F 3.54 -3.71 4.55 -0.23
F 2.87 -3.10 2.57 -0.20
F 4.80 -3.91 2.73 -0.27
H 5.82 0.52 1.48 0.39
H 5.14 2.13 1.81 0.33
H 4.15 0.98 0.85 -0.03
H 3.13 1.06 2.93 -0.20
H 4.63 0.89 3.84 0.48
C 1.79 -0.50 -1.31 -0.42
C 0.88 -0.92 -0.15 0.01
O -0.13 0.02 0.25 -0.18
C 0.16 1.16 0.94 -0.14
O 1.29 1.53 1.25 -0.28
C -1.06 2.08 1.20 0.82
F -1.63 1.68 2.30 -0.15
F -0.62 3.32 1.41 -0.19
F -1.91 2.13 0.12 -0.21
H 1.13 -0.19 -2.11 0.27
H 2.43 -1.30 -1.69 0.14
H 2.44 0.35 -1.12 -0.03
H 1.40 -1.31 0.73 0.18
H 0.23 -1.70 -0.56 0.05
O 3.17 -4.80 -6.18 -0.60
C 3.80 -4.24 -5.27 0.38
C 3.08 -3.63 -4.01 0.04
C 4.24 -3.08 -3.20 -0.38
C 5.55 -3.40 -3.94 -0.46
O 5.16 -4.07 -5.14 -0.35
H 2.46 -2.77 -4.29 0.29
H 2.52 -4.38 -3.46 0.05
H 4.19 -2.00 -3.17 -0.03
H 4.24 -3.34 -2.14 0.48
H 6.07 -2.46 -4.10 0.29
H 6.13 -4.13 -3.38 0.26
O -4.11 2.07 5.08 -0.66
C -4.08 2.92 4.23 0.59
C -3.36 4.18 4.28 0.29
C -3.62 4.88 2.93 -0.52
C -4.54 3.96 2.23 -0.06
O -4.73 2.82 3.15 -0.37
H -3.75 4.87 5.03 0.41
H -2.29 4.05 4.46 -0.43
H -4.10 5.86 2.99 0.34
H -2.68 5.06 2.41 0.12
H -5.48 4.35 1.84 0.38
H -3.94 3.67 1.37 -0.01
C 2.51 1.68 -4.96 -0.55
C 3.28 0.50 -5.38 0.36
N 3.89 -0.43 -5.69 -0.41
H 1.69 1.36 -4.33 0.07
H 2.08 2.23 -5.80 0.36
H 3.19 2.32 -4.40 0.18
C 2.55 3.58 -1.14 -0.32
C 1.34 3.17 -1.85 0.41
N 0.40 2.82 -2.46 -0.56
H 3.01 2.63 -0.85 -0.01
H 2.20 4.10 -0.25 0.10
H 3.22 4.31 -1.60 0.45
```


Computed, not measured: a molecular structure, C32H43F6NO3Pd at a distorted geometry, with wB97M-V/def2-TZVPD.

Properties
- HOMO energy (alpha / beta): -7.454 / -7.806 eV
- HOMO-LUMO gap (alpha / beta): 5.521 / 5.313 eV
- LUMO energy (alpha / beta): -1.93 / -2.49 eV
- 2S+1: 3
- Expectation value of S²: 2.04
- Charge: 0
- Calculated total energy: -61298.070 eV
- Molar mass: 710.11 u

```
86
Properties=species:S:1:pos:R:3:mulliken_spin:R:1
Pd 2.10 0.78 -0.48 0.47
C -4.81 -1.74 -2.43 0.01
C -3.64 -2.43 -1.71 0.01
C -3.37 -3.80 -2.34 0.01
C -4.03 -2.64 -0.25 0.00
C -2.39 -1.57 -1.85 0.07
C -1.66 -1.15 -0.77 0.05
C -0.52 -0.35 -0.95 0.03
N 0.24 0.18 0.03 0.44
C 0.03 0.48 1.37 -0.02
C -0.90 -0.10 2.24 0.04
C -0.94 0.27 3.57 -0.02
C -0.03 1.23 4.01 0.06
C 0.90 1.86 3.19 -0.05
C 0.90 1.50 1.83 0.08
O 1.69 2.07 0.91 0.01
C 1.90 2.89 3.73 0.00
C 1.70 4.24 3.04 0.00
C 1.72 3.10 5.24 0.00
C 3.33 2.38 3.50 0.00
C -1.94 -0.41 4.50 -0.01
C -1.83 0.10 5.94 0.00
C -3.36 -0.16 3.99 0.00
C -1.66 -1.92 4.52 0.00
C -0.11 0.07 -2.27 0.24
O 0.86 0.91 -2.37 0.38
C -0.83 -0.44 -3.40 -0.01
C -1.93 -1.22 -3.15 0.08
C -0.35 -0.16 -4.83 0.02
C -1.28 -0.81 -5.86 0.00
C -0.32 1.35 -5.12 0.00
C 1.05 -0.78 -4.99 0.00
H -5.72 -2.32 -2.31 0.00
H -4.63 -1.64 -3.50 0.00
H -4.98 -0.74 -2.02 0.00
H -4.25 -4.45 -2.23 0.00
H -2.53 -4.29 -1.85 0.00
H -3.15 -3.72 -3.41 0.00
H -4.96 -3.21 -0.20 0.00
H -4.20 -1.69 0.26 0.00
H -3.27 -3.20 0.29 0.00
H -1.95 -1.46 0.22 -0.01
H -1.57 -0.85 1.88 0.02
H -0.04 1.50 5.06 0.01
H 0.69 4.62 3.23 0.00
H 1.84 4.16 1.96 0.00
H 2.41 4.97 3.43 0.00
H 0.72 3.47 5.47 0.00
H 2.44 3.84 5.58 0.00
H 1.90 2.18 5.80 0.00
H 3.55 2.28 2.44 0.00
H 3.47 1.41 3.98 0.00
H 4.05 3.08 3.93 0.00
H -2.02 1.17 6.00 0.00
H -0.85 -0.11 6.36 0.00
H -2.58 -0.41 6.56 0.00
H -3.56 0.91 3.92 0.00
H -4.09 -0.59 4.68 0.00
H -3.52 -0.60 3.01 0.00
H -0.64 -2.11 4.86 0.00
H -1.77 -2.36 3.52 0.00
H -2.35 -2.43 5.19 0.00
H -2.48 -1.59 -4.00 0.01
H -2.30 -0.41 -5.78 0.00
H -1.31 -1.90 -5.74 0.00
H -0.91 -0.59 -6.85 0.00
H -1.33 1.76 -5.07 0.00
H 0.08 1.51 -6.13 0.00
H 0.31 1.87 -4.41 0.00
H 0.99 -1.87 -4.91 0.00
H 1.73 -0.42 -4.23 0.00
H 1.47 -0.53 -5.97 0.00
C 4.16 1.40 -2.41 -0.01
C 4.19 -0.07 -1.92 0.02
O 2.96 -0.62 -1.65 0.05
C 5.05 -0.13 -0.63 -0.01
F 5.09 -1.34 -0.09 0.00
F 4.43 0.69 0.30 0.00
F 6.30 0.33 -0.73 0.00
C 4.87 -0.93 -3.02 0.00
F 6.18 -0.62 -3.16 0.00
F 4.79 -2.23 -2.74 0.00
F 4.28 -0.72 -4.21 0.00
H 3.75 2.07 -1.65 0.01
H 3.53 1.45 -3.29 0.00
H 5.17 1.73 -2.65 0.00
```


Computed, not measured: a molecular structure, C32H44AsHgN8O5S2Si at a distorted geometry, with wB97M-V/def2-TZVPD.

Properties
- HOMO energy: 0.700 eV
- HOMO-LUMO gap: 2.753 eV
- LUMO energy: 3.45 eV
- 2S+1: 2
- Expectation value of S²: 0.78
- Charge: -2
- Calculated total energy: -150608.262 eV
- Molar mass: 988.49 u

```
94
Properties=species:S:1:pos:R:3:mulliken_spin:R:1
Hg -19.94 8.45 5.19 0.00
N -22.15 6.37 -0.50 0.00
C -22.42 5.71 0.69 0.00
N -21.57 5.09 1.48 0.00
C -22.32 4.52 2.53 0.00
C -23.64 4.91 2.56 0.00
S -24.07 5.87 1.23 0.00
C -21.69 3.76 3.60 0.00
C -22.57 3.17 4.50 0.00
S -21.84 2.35 5.83 0.00
C -20.28 3.04 5.13 0.00
N -20.38 3.65 3.95 0.00
N -19.20 2.97 5.88 0.00
H -21.40 5.96 -1.06 0.00
H -22.99 6.58 -1.03 0.00
H -24.42 4.84 3.30 0.00
H -23.61 2.97 4.25 0.00
H -19.12 2.37 6.71 0.00
H -18.46 3.59 5.67 0.00
C -17.26 -0.71 11.38 0.00
O -16.43 0.48 11.48 0.00
C -16.09 1.01 10.31 -0.01
C -15.13 0.37 9.51 0.01
C -14.97 0.86 8.19 -0.01
C -15.45 2.11 7.81 0.01
C -16.31 2.80 8.67 -0.01
C -16.57 2.27 9.92 0.00
N -15.05 2.62 6.61 -0.03
N -15.26 3.88 6.62 0.00
C -15.03 4.65 5.50 -0.05
C -15.37 6.09 5.61 0.05
C -16.05 6.62 4.54 -0.06
C -16.34 5.81 3.43 0.09
O -17.36 5.95 2.73 0.10
C -15.36 4.76 3.16 0.27
N -15.35 4.12 1.91 0.20
C -14.57 3.02 1.74 0.13
C -13.78 2.47 2.73 -0.05
C -13.94 2.96 4.02 0.37
C -14.72 4.11 4.20 -0.10
H -17.93 -0.62 10.46 0.00
H -17.95 -0.70 12.25 0.00
H -16.66 -1.68 11.31 0.00
H -14.63 -0.52 9.89 0.00
H -14.34 0.42 7.48 0.00
H -16.69 3.75 8.32 0.00
H -17.07 2.83 10.69 0.00
H -15.36 6.50 6.60 0.01
H -16.53 7.61 4.63 0.00
H -14.60 2.57 0.73 0.06
H -13.19 1.62 2.45 0.01
H -13.49 2.49 4.86 0.03
C -21.08 12.21 5.49 0.00
C -21.41 11.84 4.05 0.00
As -20.50 10.17 3.44 0.00
C -21.72 9.55 2.01 0.00
C -23.20 9.25 2.40 0.00
C -19.24 11.04 2.15 0.00
C -18.13 11.84 2.72 0.00
H -21.69 13.07 5.86 0.00
H -20.03 12.58 5.61 0.00
H -21.18 11.46 6.28 0.00
H -21.12 12.68 3.42 0.00
H -22.45 11.61 3.86 0.00
H -21.26 8.60 1.66 0.00
H -21.71 10.31 1.26 0.00
H -23.28 8.61 3.30 0.00
H -23.73 8.73 1.57 0.00
H -23.71 10.19 2.59 0.00
H -19.91 11.63 1.49 0.00
H -18.86 10.17 1.66 0.00
H -18.49 12.81 3.14 0.00
H -17.42 12.10 1.93 0.00
H -17.53 11.26 3.45 0.00
O -18.60 6.29 5.67 0.00
N -19.30 6.28 6.78 0.00
O -18.96 5.50 7.67 0.00
O -20.32 7.03 6.91 0.00
C -15.09 7.47 0.43 0.01
Si -16.33 6.13 -0.11 -0.03
C -16.23 5.81 -1.96 0.00
C -18.16 6.51 0.01 0.02
C -16.24 4.43 0.77 -0.01
H -15.17 8.41 -0.16 0.00
H -14.02 7.16 0.26 0.00
H -15.15 7.77 1.47 0.00
H -16.50 6.69 -2.57 0.00
H -16.90 4.93 -2.16 0.00
H -15.25 5.43 -2.27 0.00
H -18.38 7.27 0.71 0.00
H -18.73 5.62 0.39 0.00
H -18.56 6.84 -0.98 0.00
H -16.10 3.69 -0.03 0.00
H -17.27 4.40 1.17 -0.01
```


Computed, not measured: a molecular structure, C32H44BrN3NiP2 at a distorted geometry, with wB97M-V/def2-TZVPD.

Properties
- HOMO energy (alpha / beta): -12.813 / -12.838 eV
- HOMO-LUMO gap (alpha / beta): 5.788 / 5.626 eV
- LUMO energy (alpha / beta): -7.03 / -7.21 eV
- 2S+1: 3
- Expectation value of S²: 2.05
- Charge: +2
- Calculated total energy: -168009.730 eV
- Molar mass: 671.27 u

```
83
Properties=species:S:1:pos:R:3:mulliken_spin:R:1
C -0.48 5.11 -5.40 0.01
C -0.73 3.85 -6.03 0.03
C -0.99 3.90 -7.41 0.01
C -1.11 5.15 -8.05 0.00
N -0.95 6.30 -7.40 0.01
C -0.61 6.30 -6.12 0.00
C -0.77 2.67 -5.17 0.14
C -0.61 2.61 -3.89 -0.16
C -0.73 2.57 -2.51 0.23
C 0.19 2.81 -1.40 -0.03
C 0.16 2.10 -0.24 0.13
C -0.79 0.97 -0.06 0.19
C -1.22 0.56 -1.43 0.76
C -1.71 1.54 -2.30 -0.35
Ni -0.99 0.83 -4.31 0.91
P 2.05 -1.12 -2.18 0.00
H -1.13 2.98 -7.98 0.00
H -0.21 5.19 -4.35 0.00
H -1.35 5.20 -9.12 0.00
H -0.43 7.27 -5.64 0.00
H -2.75 1.56 -2.65 -0.03
H 0.94 3.60 -1.48 0.00
H -0.37 -0.03 -1.81 0.03
H 0.77 2.31 0.63 0.01
C 2.38 -2.78 -1.41 0.00
C 3.60 -3.57 -1.86 0.00
H 1.47 -3.37 -1.61 0.00
H 2.41 -2.62 -0.32 0.00
H 3.77 -4.40 -1.16 0.00
H 3.47 -4.01 -2.85 0.00
H 4.53 -2.98 -1.87 0.00
C 2.98 -1.06 -3.76 0.00
C 3.44 0.32 -4.24 0.00
H 2.26 -1.45 -4.50 0.00
H 3.81 -1.76 -3.72 0.00
H 3.69 0.27 -5.31 0.00
H 2.65 1.08 -4.12 0.00
H 4.34 0.66 -3.72 0.00
C 3.04 0.01 -1.11 0.00
C 4.48 -0.38 -0.80 0.00
H 2.46 0.10 -0.17 0.00
H 3.01 0.99 -1.61 0.00
H 4.96 0.44 -0.25 0.00
H 4.54 -1.27 -0.15 0.00
H 5.07 -0.57 -1.70 0.00
Br -0.09 -0.74 0.49 0.01
P -1.66 -1.09 -4.05 -0.01
C -0.65 -2.63 -3.80 0.02
C -1.22 -4.03 -3.97 0.00
H -0.32 -2.51 -2.75 0.00
H 0.23 -2.47 -4.45 0.00
H -0.38 -4.68 -4.25 0.00
H -1.61 -4.43 -3.02 0.00
H -1.99 -4.13 -4.74 0.00
C -2.73 -1.27 -2.59 -0.02
C -3.72 -2.42 -2.55 0.02
H -3.29 -0.34 -2.48 -0.03
H -2.05 -1.35 -1.71 0.01
H -4.19 -2.41 -1.56 0.00
H -4.51 -2.29 -3.30 0.00
H -3.24 -3.40 -2.67 0.00
C -2.71 -1.19 -5.57 0.02
C -3.23 -2.56 -5.96 0.01
H -2.11 -0.75 -6.38 0.01
H -3.55 -0.50 -5.38 0.00
H -3.93 -2.42 -6.80 0.00
H -2.44 -3.23 -6.31 0.00
H -3.80 -3.05 -5.16 0.00
N -3.98 2.01 1.30 0.00
C -3.22 1.55 0.27 0.01
N -1.97 1.45 0.70 0.05
C -1.85 1.92 2.02 0.00
C -0.81 1.65 2.88 0.00
C -1.11 1.69 4.24 0.00
C -2.42 1.96 4.67 0.00
C -3.45 2.23 3.77 0.00
C -3.15 2.20 2.42 0.00
H -4.98 2.18 1.24 0.00
H -3.52 1.43 -0.78 -0.01
H 0.15 1.37 2.46 0.00
H -0.32 1.47 4.95 0.00
H -2.62 1.93 5.74 0.00
H -4.47 2.44 4.07 0.00
```